(w)
DFT (ωB97M-V/def2-TZVPD) results for 2 unconnected molecules or ions with the total composition C6H16.

Atoms and positions in Å:
C  1.55  1.07  0.28
C  2.16  -0.09  -0.51
C  0.29  0.67  1.05
C  2.52  1.74  1.26
H  1.34  1.81  -0.49
H  2.28  0.14  -1.57
H  1.48  -0.96  -0.57
H  -0.66  1.04  0.65
H  0.07  -0.40  1.12
H  0.28  0.93  2.10
H  3.41  2.13  0.77
H  2.09  2.54  1.86
H  2.93  0.99  1.96
H  3.03  -0.59  -0.09
C  -2.75  -0.87  -0.45
C  -2.93  -1.91  -1.52
H  -3.60  -0.23  -0.21
H  -2.42  -1.26  0.52
H  -1.99  -0.13  -0.73
H  -2.82  -2.95  -1.20
H  -3.98  -1.91  -1.82
H  -2.30  -1.75  -2.39

- Structure (SMILES): CC(C)C.CC
- HOMO: -11.1 eV
- Kohn-Sham gap: 12.18 eV
- Lowest unoccupied orbital energy: 1.085 eV

***

(x)
DFT (ωB97M-V/def2-TZVPD) results for 2 unconnected molecules or ions with the total composition C6H16.

Atoms and positions in Å:
C  0.19  1.11  1.15
C  1.25  0.71  2.15
C  -0.06  2.63  1.13
C  0.46  0.52  -0.20
H  -0.87  0.66  1.48
H  2.08  1.42  2.39
H  0.82  3.07  0.54
H  -0.95  3.05  0.71
H  -0.04  3.05  2.18
H  1.23  1.20  -0.82
H  0.97  -0.25  -0.03
H  1.86  -0.21  1.98
H  0.82  0.60  3.18
H  -0.38  0.31  -0.96
C  -0.45  -2.34  -2.44
C  -1.46  -2.00  -1.26
H  0.29  -3.30  -2.17
H  -1.02  -2.64  -3.32
H  0.30  -1.60  -2.63
H  -1.83  -2.94  -0.92
H  -0.99  -1.56  -0.36
H  -2.21  -1.49  -1.78

- Structure (SMILES): CC(C)C.CC
- HOMO: -10.6 eV
- Kohn-Sham gap: 11.65 eV
- Lowest unoccupied orbital energy: 1.085 eV

***

(y)
DFT (ωB97M-V/def2-TZVPD) results for 2 unconnected molecules or ions with the total composition C6H16.

Atoms and positions in Å:
C  0.56  0.72  -1.60
C  1.06  -0.64  -1.09
C  0.71  1.76  -0.46
C  1.23  1.09  -2.96
H  -0.54  0.61  -1.66
H  1.03  -0.76  0.00
H  2.12  -0.85  -1.34
H  1.37  2.56  -0.80
H  -0.18  2.23  -0.03
H  1.13  1.30  0.44
H  0.50  1.00  -3.76
H  1.50  2.15  -2.92
H  2.16  0.56  -3.08
H  0.45  -1.47  -1.48
C  -1.06  -1.81  2.69
C  -2.24  -0.79  2.49
H  -0.62  -1.94  1.69
H  -0.31  -1.36  3.34
H  -1.47  -2.76  3.04
H  -1.62  0.10  2.60
H  -2.97  -0.81  3.27
H  -2.82  -0.88  1.58

- Structure (SMILES): CC(C)C.CC
- HOMO: -11.0 eV
- Kohn-Sham gap: 12.02 eV
- Lowest unoccupied orbital energy: 1.064 eV

***

(z)
DFT (ωB97M-V/def2-TZVPD) results for 2 unconnected molecules or ions with the total composition C6H16.

Atoms and positions in Å:
C  2.72  -2.23  -0.15
C  1.34  -2.62  0.45
H  3.08  -2.89  -0.92
H  2.52  -1.28  -0.66
H  3.47  -1.99  0.60
H  1.07  -1.86  1.17
H  1.54  -3.58  0.93
H  0.58  -2.62  -0.33
C  -0.73  1.29  -0.02
C  -1.02  2.76  0.23
C  -1.65  0.50  0.98
C  -1.01  0.89  -1.47
H  0.26  0.87  0.21
H  -0.75  3.36  -0.64
H  -0.49  3.10  1.12
H  -1.36  0.81  1.98
H  -2.66  0.73  0.66
H  -1.39  -0.56  1.05
H  -0.28  1.26  -2.18
H  -1.20  -0.18  -1.58
H  -1.98  1.28  -1.82
H  -2.08  2.94  0.40

- Structure (SMILES): CC(C)C.CC
- HOMO: -10.9 eV
- Kohn-Sham gap: 11.96 eV
- Lowest unoccupied orbital energy: 1.060 eV

***

Which structure wins on stability? (z) wins.

***

(w)
DFT (ωB97M-V/def2-TZVPD) results for 2 unconnected molecules or ions with the total composition C6H16.

Atoms and positions in Å:
C  -0.13  1.62  -2.29
C  0.09  2.63  -1.12
C  -1.08  0.47  -1.97
H  0.83  1.31  -2.69
H  -0.55  2.15  -3.16
H  -0.02  3.62  -1.54
H  -0.54  2.36  -0.28
H  -0.58  -0.17  -1.25
H  -1.29  -0.12  -2.86
H  1.13  2.54  -0.81
H  -2.06  0.87  -1.71
C  0.82  -1.21  1.96
C  1.01  -2.34  0.94
C  -0.59  -1.13  2.52
H  1.50  -1.39  2.80
H  1.07  -0.25  1.53
H  1.69  -1.96  0.20
H  -0.88  -2.03  3.05
H  0.08  -2.54  0.40
H  1.47  -3.23  1.36
H  -0.66  -0.27  3.20
H  -1.32  -0.90  1.73

- Structure (SMILES): CCC.CCC
- HOMO: -11.2 eV
- Kohn-Sham gap: 12.27 eV
- Lowest unoccupied orbital energy: 1.084 eV

***

(x)
DFT (ωB97M-V/def2-TZVPD) results for 2 unconnected molecules or ions with the total composition C6H16.

Atoms and positions in Å:
C  -0.56  -1.43  1.89
C  -0.58  0.06  2.33
C  -1.21  -1.65  0.51
H  -1.15  -1.91  2.72
H  0.54  -1.65  2.14
H  -1.48  0.35  2.75
H  0.10  0.20  3.12
H  -0.52  -2.29  -0.08
H  -0.18  0.59  1.49
H  -1.61  -0.68  0.14
H  -2.17  -2.08  0.64
C  1.06  0.38  -1.44
C  1.64  1.74  -1.09
C  -0.27  0.47  -2.25
H  1.68  -0.12  -2.11
H  0.91  -0.13  -0.51
H  2.21  2.22  -1.90
H  -0.19  1.31  -2.96
H  -0.46  -0.44  -2.85
H  2.38  1.59  -0.21
H  0.94  2.61  -0.86
H  -1.07  0.87  -1.49

- Structure (SMILES): CCC.CCC
- HOMO: -11.0 eV
- Kohn-Sham gap: 12.11 eV
- Lowest unoccupied orbital energy: 1.117 eV

***

(y)
DFT (ωB97M-V/def2-TZVPD) results for 2 unconnected molecules or ions with the total composition C6H16.

Atoms and positions in Å:
C  0.23  1.48  -0.23
C  -0.70  0.46  -0.91
C  1.65  1.08  -0.12
C  -0.13  2.95  -0.60
H  -0.10  1.56  0.83
H  -1.74  0.79  -0.85
H  -0.55  -0.52  -0.49
H  2.22  0.94  -1.05
H  2.34  1.63  0.52
H  1.69  0.09  0.36
H  -1.21  3.04  -0.49
H  0.39  3.61  0.09
H  0.09  3.22  -1.63
H  -0.49  0.38  -1.98
C  -1.06  -2.88  1.40
C  0.05  -2.73  0.35
H  -0.65  -2.74  2.41
H  -1.83  -2.12  1.33
H  -1.39  -3.91  1.34
H  0.94  -3.16  0.82
H  0.24  -1.69  0.17
H  -0.20  -3.29  -0.55

- Structure (SMILES): CC(C)C.CC
- HOMO: -10.6 eV
- Kohn-Sham gap: 11.71 eV
- Lowest unoccupied orbital energy: 1.065 eV

***

Which structure wins on stability? (w) wins.

***

(w)
DFT (ωB97M-V/def2-TZVPD) results for 2 unconnected molecules or ions with the total composition C6H16.

Atoms and positions in Å:
C  -0.81  1.21  -0.66
C  0.20  1.81  0.29
C  -1.78  2.37  -0.97
H  -0.39  0.66  -1.56
H  -1.41  0.33  -0.30
H  0.85  2.54  -0.28
H  -2.77  2.16  -1.35
H  -1.80  2.93  -0.01
H  0.69  0.86  0.65
H  0.02  2.49  1.17
H  -1.54  3.13  -1.62
C  1.16  -2.42  0.65
C  -0.44  -2.09  0.71
C  1.81  -1.27  -0.05
H  1.46  -2.61  1.66
H  1.39  -3.24  0.16
H  -0.61  -1.38  1.64
H  1.38  -0.39  0.30
H  2.83  -1.49  0.05
H  1.58  -1.33  -1.09
H  -0.61  -1.54  -0.20
H  -1.21  -2.73  0.82

- Structure (SMILES): CCC.CCC
- HOMO: -10.7 eV
- Kohn-Sham gap: 11.78 eV
- Lowest unoccupied orbital energy: 1.127 eV

***

(x)
DFT (ωB97M-V/def2-TZVPD) results for 2 unconnected molecules or ions with the total composition C6H16.

Atoms and positions in Å:
C  1.16  -0.08  -0.17
C  2.09  -0.29  -1.35
C  1.30  -1.37  0.81
C  1.46  1.15  0.70
H  0.02  -0.06  -0.58
H  3.25  -0.15  -1.05
H  2.27  -1.75  1.11
H  0.63  -1.06  1.66
H  0.82  -2.19  0.29
H  1.88  1.86  -0.03
H  0.59  1.63  1.31
H  2.24  0.78  1.50
H  1.69  0.51  -2.01
H  1.84  -1.35  -1.70
C  -2.64  -0.18  0.50
C  -3.08  0.77  -0.55
H  -3.09  -0.09  1.52
H  -2.82  -1.26  0.22
H  -1.56  -0.23  0.62
H  -2.94  0.50  -1.56
H  -4.11  1.20  -0.49
H  -2.50  1.72  -0.47

- Structure (SMILES): CC(C)C.CC
- HOMO: -10.5 eV
- Kohn-Sham gap: 11.57 eV
- Lowest unoccupied orbital energy: 1.021 eV

***

Which structure wins on stability? (x) wins.